(1)
109
Properties=species:S:1:pos:R:3 method="wB97M-V/def2-TZVPD" s_squared=2.047 e_above_lowest_ev=1.8110 total_charge=+2 molar_mass_g_mol=1132.9 energy_ha=-4021.19894 multiplicity=3 e_lumo_ev="-5.43 / -5.45"
Au 0.03311 -1.07167 -0.40914
O 0.71008 1.71841 1.60421
S 0.05267 1.76504 0.12403
C -1.40968 2.66508 0.30336
C -1.32073 3.91824 0.89393
C -2.39462 4.80914 0.92564
C -3.54068 4.42539 0.27845
C -4.81569 5.19246 0.05050
C -5.74512 4.21017 -0.70175
C -4.93955 2.94354 -0.82445
C -5.25662 1.72943 -1.34593
C -4.32015 0.68614 -1.19613
C -3.06261 0.81632 -0.63246
P -2.30609 -0.79215 -0.13973
C -3.23207 -2.07533 -1.00722
C -2.95563 -2.27593 -2.36011
C -3.61199 -3.27319 -3.05792
C -4.52926 -4.08951 -2.40275
C -4.79648 -3.89799 -1.05652
C -4.15428 -2.88389 -0.35619
C -2.72062 -0.90440 1.63062
C -3.63543 -0.03480 2.26140
C -3.82256 -0.11693 3.66750
C -3.05315 -0.91927 4.43711
C -1.93145 -1.72547 3.86820
C -1.99063 -1.78493 2.37557
C -2.65106 2.13975 -0.21673
C -3.65464 3.12787 -0.26379
C 1.27085 2.72060 -0.68625
C 0.94414 3.97398 -1.16294
C 1.91652 4.87031 -1.63489
C 3.22331 4.49994 -1.50716
C 4.48684 5.26449 -1.80582
C 5.63339 4.33344 -1.34065
C 4.94949 3.04112 -0.97552
C 5.44852 1.83875 -0.58691
C 4.53697 0.77370 -0.42331
C 3.16291 0.87816 -0.53572
P 2.35206 -0.73740 -0.89981
C 2.63647 -0.97693 -2.67480
C 1.66347 -1.64779 -3.41086
C 1.86144 -1.92283 -4.75699
C 3.03272 -1.51901 -5.37802
C 4.00853 -0.84561 -4.65214
C 3.81334 -0.57674 -3.30848
C 3.39173 -1.97171 -0.06199
C 3.63576 -1.86823 1.30834
C 4.38010 -2.84152 1.95656
C 4.87904 -3.92824 1.24635
C 4.63733 -4.03288 -0.11450
C 3.90035 -3.05514 -0.77029
C 2.61452 2.19734 -0.75068
C 3.54733 3.20067 -1.05850
H -0.36966 4.22132 1.31569
H -2.29291 5.77559 1.39886
H -4.61351 6.09267 -0.53134
H -5.23855 5.52442 0.99919
H -6.02755 4.58783 -1.68447
H -6.67197 4.02555 -0.15850
H -6.21386 1.52629 -1.80585
H -4.64033 -0.29674 -1.51236
H -2.22421 -1.65522 -2.86721
H -3.40403 -3.42372 -4.10829
H -5.03253 -4.87736 -2.94625
H -5.50864 -4.53322 -0.54845
H -4.37369 -2.73200 0.69359
H -4.22849 0.65805 1.68109
H -4.60097 0.47798 4.12571
H -3.21834 -0.96205 5.50614
H -1.96494 -2.74291 4.27109
H -1.32499 -2.48945 1.88766
H -0.08670 4.29322 -1.15248
H 1.62206 5.83745 -2.01754
H 4.49703 6.22645 -1.29419
H 4.54788 5.47592 -2.87467
H 6.15045 4.74340 -0.47213
H 6.38671 4.18107 -2.11292
H 6.50846 1.65806 -0.47279
H 4.96625 -0.20587 -0.25890
H 0.74460 -1.96490 -2.92796
H 1.10095 -2.44852 -5.31763
H 3.18739 -1.72440 -6.42862
H 4.92435 -0.53194 -5.13387
H 4.58538 -0.05236 -2.76094
H 3.25269 -1.02043 1.86647
H 4.58072 -2.74740 3.01579
H 5.46250 -4.68490 1.75257
H 5.02707 -4.87256 -0.67325
H 3.72604 -3.14613 -1.83440
F -1.03316 -4.36835 -0.96767
C -0.16462 -4.44141 0.01088
F 1.06604 -4.35109 -0.43815
C -0.40648 -5.54356 1.02040
F -0.29911 -6.75605 0.46439
F 0.48746 -5.44911 2.00496
F -1.62980 -5.41896 1.53036
N 1.05005 -2.61822 3.14568
C 0.48599 -1.39231 3.21329
C -0.49310 -1.16774 4.34379
C -0.46215 0.28895 4.72426
C -0.16010 1.20522 3.81665
C 0.00607 0.71204 2.41436
N 0.68399 -0.53174 2.27579
H 0.99631 -3.24210 3.93134
H 1.76410 -2.79225 2.45334
H -0.19771 -1.76722 5.20616
H -0.67496 0.55847 5.74970
H -0.12199 2.26373 4.02947
H -1.00365 0.64853 1.98749

---

(2)
115
Properties=species:S:1:pos:R:3 method="wB97M-V/def2-TZVPD" e_above_lowest_ev=3.7261 molar_mass_g_mol=1231.5 energy_ha=-5015.66717 e_lumo_ev="-0.22 / -0.23"
Ir 0.40284 1.39355 -0.89018
N -1.40087 0.84328 -0.07622
S -1.94639 0.32320 1.19483
N -1.71113 -1.25973 1.61531
S -0.41024 -2.06571 1.88955
N 0.44971 -2.53659 0.67202
S 0.53266 -1.84902 -0.81318
N 1.18166 -0.56811 -1.18369
C 1.43837 -3.17172 -1.62582
C 2.23183 -4.06402 -0.92280
C 2.89671 -5.07094 -1.60476
C 2.75993 -5.19187 -2.97997
C 1.96560 -4.29088 -3.67867
C 1.30826 -3.27706 -3.00386
C -1.11435 -2.16989 -1.46741
C -1.70808 -1.27264 -2.33838
C -2.94854 -1.57509 -2.87814
C -3.57303 -2.77493 -2.56751
C -2.96044 -3.67418 -1.70232
C -1.72934 -3.37463 -1.14448
C 0.67038 -1.82869 3.29752
C 0.16255 -1.47147 4.53237
C 1.02558 -1.40602 5.61151
C 2.36955 -1.71287 5.45892
C 2.86486 -2.07104 4.21102
C 2.01515 -2.12077 3.11990
C -1.13419 -3.58881 2.48519
C -2.47635 -3.66562 2.83593
C -2.96642 -4.80750 3.44673
C -2.12521 -5.87954 3.70637
C -0.78281 -5.80166 3.35198
C -0.28689 -4.66125 2.75183
C -2.19433 1.16945 2.79922
C -1.92846 2.50434 3.03543
C -2.17709 3.03157 4.29407
C -2.70247 2.23591 5.29772
C -3.03001 0.91282 5.03482
C -2.78811 0.38081 3.78005
C -3.69923 0.20659 0.80425
C -4.39132 1.41032 0.74972
C -5.67743 1.43601 0.24221
C -6.26624 0.26216 -0.21260
C -5.57260 -0.93504 -0.14305
C -4.28282 -0.96772 0.36749
H 2.31221 -3.97022 0.15096
H 3.52637 -5.76171 -1.05986
H 3.27039 -5.98595 -3.50803
H 1.85839 -4.37490 -4.75183
H 0.69143 -2.57048 -3.54593
H -1.20088 -0.34897 -2.58077
H -3.42115 -0.86430 -3.54271
H -4.53891 -3.01035 -2.99471
H -3.44141 -4.61261 -1.45788
H -1.23959 -4.06649 -0.47049
H -0.88610 -1.23725 4.64727
H 0.64788 -1.10919 6.58015
H 3.03779 -1.66024 6.30793
H 3.91297 -2.31135 4.09338
H 2.37217 -2.35447 2.12619
H -3.12598 -2.83289 2.61062
H -4.01083 -4.85296 3.72477
H -2.50774 -6.77341 4.17948
H -0.11662 -6.62791 3.56007
H 0.75904 -4.58231 2.48447
H -1.49006 3.11072 2.25925
H -1.95215 4.07150 4.48731
H -2.87409 2.64706 6.28389
H -3.47194 0.29208 5.80375
H -3.04753 -0.64141 3.55462
H -3.91565 2.31672 1.10173
H -6.21714 2.37204 0.19188
H -7.26634 0.28328 -0.62521
H -6.02704 -1.85015 -0.49983
H -3.71998 -1.88946 0.42799
S -2.42449 3.86964 -3.48280
C -2.47859 4.45139 -1.87062
C -1.58232 3.81745 -1.06458
C -0.82059 2.82930 -1.73541
C -1.16305 2.74778 -3.06499
C -0.51896 1.86528 -3.99069
C -0.70859 1.85720 -5.38014
C 0.02211 0.98641 -6.15625
C 0.93117 0.12375 -5.54198
C 1.05431 0.17748 -4.16681
N 0.34705 1.01093 -3.41996
H -3.17780 5.23264 -1.61958
H -1.45952 4.06983 -0.02138
H -1.42220 2.54670 -5.81172
H -0.09896 0.96997 -7.23137
H 1.52259 -0.57116 -6.12108
H 1.72864 -0.47492 -3.62255
F 7.01273 8.02701 -2.22806
C 7.19960 6.80466 -2.77076
F 7.44321 6.99807 -4.08213
F 8.35551 6.33327 -2.23637
C 6.05415 5.87916 -2.51521
C 5.67453 4.94892 -3.47406
C 4.64005 4.07139 -3.20594
C 3.96979 4.11407 -1.97748
C 4.38012 5.04489 -1.01283
C 5.41629 5.91831 -1.28101
C 2.87585 3.24434 -1.70950
C 1.94021 2.49928 -1.48699
H 6.19169 4.92710 -4.42375
H 4.33544 3.34624 -3.94770
H 3.86837 5.08236 -0.06109
H 5.73610 6.63842 -0.53933
C 3.03029 1.64305 1.63616
S 1.27685 1.58067 1.96413
O 1.09494 1.67133 3.39310
O 0.66029 2.67562 1.20922
O 0.83130 0.27270 1.43030
H 3.37308 2.65568 1.82759
H 3.18145 1.37353 0.59308
H 3.49859 0.93080 2.30921

---

(3)
107
Properties=species:S:1:pos:R:3 method="wB97M-V/def2-TZVPD" s_squared=6.022 e_above_lowest_ev=0.0000 total_charge=+1 molar_mass_g_mol=1024.9 energy_ha=-6020.27085 multiplicity=5 e_lumo_ev="-1.89 / -4.31"
Ru -0.06378 0.06906 -0.46982
C -1.09021 -2.28672 1.56557
P -1.23885 -2.01024 -0.28921
C -0.90099 -3.69486 -0.88845
C 0.28896 -4.31084 -0.51432
C 0.56090 -5.60987 -0.91073
C -0.35071 -6.29994 -1.69731
C -1.51940 -5.67498 -2.10846
C -1.79215 -4.37071 -1.71714
C -3.02899 -1.74725 -0.53422
C -3.47272 -0.75625 -1.40621
C -4.83004 -0.55105 -1.61106
C -5.75812 -1.33970 -0.94577
C -5.32726 -2.33261 -0.07507
C -3.97086 -2.54043 0.12368
C -0.74072 -1.00577 2.24071
C -0.82731 -0.57710 3.56937
C -0.31715 0.72140 3.62325
C 0.11368 1.06533 2.32106
C 0.28910 2.39204 1.62833
P -0.91932 2.23882 0.22512
C -0.72170 3.65654 -0.88347
C -1.63056 4.70473 -1.01715
C -1.39631 5.70885 -1.94779
C -0.26509 5.67294 -2.74987
C 0.63682 4.62428 -2.63195
C 0.40268 3.61297 -1.71443
C -2.45861 2.44318 1.17371
C -2.67040 3.59266 1.94037
C -3.83537 3.73567 2.67489
C -4.79663 2.73042 2.66199
C -4.57931 1.57422 1.93066
C -3.41269 1.43167 1.18940
N -0.19365 -0.00638 1.49401
H -0.26973 -2.99495 1.70876
H -1.98087 -2.74042 1.99522
H 1.01182 -3.77339 0.08404
H 1.48829 -6.08202 -0.61156
H -0.14447 -7.31844 -2.00106
H -2.21983 -6.19478 -2.74962
H -2.68125 -3.87278 -2.08337
H -2.75851 -0.12858 -1.92359
H -5.15859 0.22010 -2.29619
H -6.81778 -1.18721 -1.11141
H -6.04777 -2.95269 0.44285
H -3.64493 -3.33275 0.78699
H -1.22517 -1.15077 4.39334
H -0.25027 1.35268 4.49771
H 1.28488 2.52047 1.20441
H 0.06141 3.23445 2.27705
H -2.52933 4.73784 -0.41769
H -2.10629 6.52042 -2.04647
H -0.09264 6.45912 -3.47496
H 1.51430 4.58604 -3.26454
H 1.09443 2.78099 -1.63889
H -1.92044 4.37440 1.97356
H -3.99088 4.62943 3.26604
H -5.71304 2.85322 3.22482
H -5.31354 0.77754 1.93414
H -3.23997 0.52308 0.63479
C 2.80805 -4.26175 3.01938
C 2.41540 -3.38035 4.02073
C 2.33085 -2.02403 3.75325
C 2.62668 -1.53655 2.47530
C 3.00223 -2.42628 1.46975
C 3.10601 -3.78391 1.75175
P 2.56529 0.25232 2.22916
C 3.89027 0.91519 3.26630
C 3.73781 2.20960 3.76411
C 4.72041 2.77111 4.56659
C 5.85346 2.03534 4.88441
C 6.00747 0.74251 4.39903
C 5.03051 0.17967 3.59169
C 2.98563 0.57307 0.49194
C 4.28122 1.02710 0.23029
C 4.72192 1.21100 -1.07074
C 3.86905 0.91690 -2.11710
C 2.56942 0.48949 -1.86429
C 2.06591 0.33546 -0.56459
H 2.89145 -5.32016 3.23285
H 2.18616 -3.75238 5.01119
H 2.04593 -1.33181 4.53780
H 3.23613 -2.06210 0.47700
H 3.42313 -4.46795 0.97352
H 2.84396 2.77538 3.52083
H 4.60061 3.77625 4.94954
H 6.61867 2.46770 5.51643
H 6.89268 0.17194 4.64917
H 5.15433 -0.82839 3.21396
H 4.95314 1.22650 1.05435
H 5.72722 1.56503 -1.26092
H 4.20488 1.02795 -3.14123
H 1.93149 0.28154 -2.70859
Br -2.79377 -2.47395 -5.22873
C -1.71402 -0.97251 -5.63387
C -1.76643 -0.55297 -6.95786
C -1.04636 0.55356 -7.37590
C -0.27106 1.25648 -6.46718
C -0.22729 0.84000 -5.14895
C -0.93259 -0.28222 -4.70318
C -0.80243 -0.65817 -3.25002
O -1.15437 -1.74802 -2.83595
O -0.29934 0.28674 -2.49476
H -2.37817 -1.10518 -7.65842
H -1.10024 0.86797 -8.41124
H 0.29172 2.12648 -6.78296
H 0.36394 1.38526 -4.42793

---

(4)
121
Properties=species:S:1:pos:R:3 method="wB97M-V/def2-TZVPD" e_above_lowest_ev=1.3524 total_charge=-1 molar_mass_g_mol=1137.5 energy_ha=-6078.58118 e_lumo_ev=1.49
Rb -0.07427 -0.23647 0.87517
O 6.56164 4.07980 -1.25311
C 5.53925 4.64926 -0.82976
O 5.23270 5.85489 -0.78980
C 4.44482 3.68825 -0.29433
C 4.66239 2.32309 -0.21555
C 3.62352 1.48817 0.18677
N 2.40610 1.94529 0.48097
C 2.20471 3.26413 0.44703
C 3.19969 4.16448 0.08126
C 0.83699 3.73851 0.82058
C 0.40484 5.02815 0.50121
C -0.86173 5.42983 0.88674
C -1.67988 4.53323 1.55712
C -1.18007 3.26528 1.81003
N 0.04300 2.87868 1.46374
C 3.85055 0.02032 0.33806
C 4.77695 -0.64704 -0.46429
C 5.01145 -1.99274 -0.23359
C 4.30347 -2.63631 0.76763
C 3.38312 -1.89786 1.50181
N 3.16682 -0.60139 1.30153
H 5.64748 1.95326 -0.46661
H 3.05941 5.23657 0.07327
H 1.04718 5.70078 -0.04836
H -1.20639 6.43177 0.66335
H -2.67911 4.80389 1.87079
H -1.78847 2.51949 2.31088
H 5.30267 -0.11636 -1.24719
H 5.73629 -2.53191 -0.83205
H 4.45124 -3.68696 0.97826
H 2.79270 -2.35717 2.28896
N -1.42874 2.37755 -1.48671
C -0.22559 2.02102 -2.23924
C 0.35899 3.17972 -3.05009
C 1.34795 2.81308 -4.15842
C 2.52479 1.93875 -3.69592
N 2.22224 0.50201 -3.58340
C 1.83385 -0.24505 -4.61158
N 2.18215 0.11646 -5.86580
N 1.22169 -1.40678 -4.38294
C -0.61830 0.77425 -3.04646
O -1.08277 0.91180 -4.19204
O -0.40754 -0.32647 -2.45129
H -2.18235 2.58852 -2.13372
H -1.26803 3.20004 -0.92214
H 0.52457 1.70912 -1.50515
H 0.87413 3.84142 -2.34341
H -0.46295 3.75427 -3.48513
H 1.76841 3.74165 -4.55318
H 0.81199 2.31700 -4.96948
H 2.87932 2.26256 -2.71611
H 3.37169 2.04672 -4.37831
H 1.87801 0.16635 -2.68846
H 2.52401 1.05098 -6.00740
H 1.62064 -0.25233 -6.61400
H 0.50228 -1.33449 -3.61860
H 0.92400 -1.91683 -5.19935
S 0.91515 -3.83558 5.29199
C 0.32296 -4.88627 4.08142
C -0.02461 -4.22087 2.94104
C 0.16681 -2.79555 2.96281
C 0.67379 -2.44256 4.17848
C 1.11682 -1.12078 4.62344
C 1.66648 -0.89249 5.89621
C 2.12501 0.36569 6.22649
C 2.03200 1.39154 5.29438
C 1.45473 1.09170 4.07133
N 0.99938 -0.11371 3.74107
H 0.27085 -5.94778 4.28464
H -0.40968 -4.76131 2.07957
H 1.73189 -1.70655 6.60614
H 2.56271 0.54604 7.20165
H 2.39409 2.38860 5.50586
H 1.35178 1.85129 3.30325
C -3.65976 -3.69649 0.95072
C -2.78024 -2.60237 0.94069
N -1.64077 -2.60230 0.28897
C -1.28979 -3.70097 -0.39638
C -2.10675 -4.84276 -0.46518
C -3.32264 -4.81500 0.23704
C -1.68529 -5.98537 -1.22439
C -0.51067 -5.98204 -1.88467
C 0.35791 -4.83994 -1.83363
C 1.58973 -4.80634 -2.50849
C 2.38072 -3.69381 -2.40822
C 1.93293 -2.63125 -1.60943
N 0.79316 -2.63373 -0.96243
C -0.00723 -3.70875 -1.08087
H -4.58619 -3.64244 1.50699
H -3.01431 -1.69546 1.48578
H -3.97286 -5.68223 0.20958
H -2.33119 -6.85554 -1.24894
H -0.19339 -6.84632 -2.45684
H 1.89829 -5.66407 -3.09583
H 3.33435 -3.62926 -2.91582
H 2.55329 -1.74863 -1.48301
Br -5.96372 0.78748 -5.30175
C -5.41315 0.67671 -3.48611
C -6.35714 0.86025 -2.48714
C -5.96300 0.78295 -1.16202
C -4.63105 0.52539 -0.83550
C -3.71228 0.30966 -1.85971
C -4.09085 0.39483 -3.19048
N -4.11475 0.43259 0.47320
C -4.74485 0.84116 1.48918
C -4.15942 0.69930 2.84119
C -4.89719 1.02615 3.97141
C -4.29574 0.89838 5.21623
C -2.98954 0.44758 5.28529
C -2.33233 0.12968 4.09825
N -2.90245 0.26042 2.90805
H -7.38895 1.05704 -2.74389
H -6.71002 0.90687 -0.38830
H -2.69096 0.07069 -1.59041
H -3.35559 0.23837 -3.96846
H -5.73440 1.31244 1.44340
H -5.92293 1.36038 3.87337
H -4.84288 1.14521 6.11735
H -2.47725 0.34371 6.23193
H -1.31252 -0.23779 4.09727